(1)
Here is a cluster of 7 separate species, C36H75Cl13NO4P in total from the Open Molecules 2025 dataset. Energies are from ωB97M-V with the def2-TZVPD basis set.

The calculation puts the total energy at -8096.28769 Ha. The lowest unoccupied orbital energy comes out at 0.12 eV. The structure (SMILES) is CCCCCCCCCCCCC[C@@H](Cl)O[C@@H]([C@H](N)CCCCCCCOC)P(O)O.ClCCCl.ClCCCl.ClCCCl.ClCCCl.ClCCCl.ClCCCl. The calculation puts the orbital gap at 9.10 eV.

ORCA input file:
```
! wB97M-V def2-TZVPD RIJCOSX def2/J DEFGRID3
* xyz 0 1
C -4.205 7.014 4.303
C -4.329 5.490 4.324
C -3.017 4.800 4.706
C -2.057 4.681 3.527
C -0.689 4.101 3.910
C -0.615 2.563 3.827
C 0.485 2.083 2.883
C 0.673 0.567 2.882
C 1.972 0.126 2.177
C 1.777 -1.036 1.188
C 2.563 -0.910 -0.124
C 1.879 -1.691 -1.272
C 2.659 -2.934 -1.675
C 2.052 -3.825 -2.764
Cl 0.454 -3.191 -3.403
O 2.986 -3.946 -3.781
C 2.603 -4.573 -4.992
C 3.779 -4.506 -6.021
N 4.919 -3.802 -5.463
C 3.235 -4.011 -7.396
C 3.701 -2.634 -7.874
C 3.141 -1.406 -7.138
C 1.651 -1.431 -6.798
C 0.714 -1.488 -8.009
C -0.679 -1.989 -7.620
C -0.722 -3.489 -7.377
O -2.003 -3.909 -6.932
C -2.089 -4.021 -5.533
P 2.200 -6.399 -4.872
O 1.400 -6.505 -6.309
O 0.960 -6.414 -3.773
H -5.176 7.485 4.131
H -3.818 7.388 5.253
H -3.540 7.349 3.504
H -4.647 5.146 3.334
H -5.121 5.205 5.022
H -3.233 3.798 5.091
H -2.536 5.364 5.508
H -1.904 5.668 3.082
H -2.515 4.057 2.751
H 0.074 4.538 3.259
H -0.450 4.423 4.928
H -1.578 2.183 3.471
H -0.424 2.140 4.817
H 0.229 2.393 1.863
H 1.426 2.577 3.146
H -0.183 0.120 2.369
H 0.657 0.209 3.915
H 2.703 -0.158 2.938
H 2.384 0.984 1.637
H 0.718 -1.134 0.942
H 2.073 -1.972 1.672
H 2.657 0.143 -0.398
H 3.577 -1.296 0.015
H 0.897 -1.992 -0.907
H 1.769 -1.034 -2.135
H 2.845 -3.559 -0.799
H 3.636 -2.615 -2.046
H 1.781 -4.799 -2.364
H 1.760 -4.031 -5.423
H 4.147 -5.528 -6.178
H 4.739 -2.819 -5.316
H 5.733 -3.907 -6.053
H 3.526 -4.736 -8.161
H 2.144 -4.038 -7.388
H 4.792 -2.582 -7.843
H 3.431 -2.560 -8.931
H 3.691 -1.218 -6.211
H 3.331 -0.531 -7.770
H 1.422 -2.256 -6.120
H 1.424 -0.522 -6.233
H 1.130 -2.135 -8.788
H 0.607 -0.481 -8.418
H -1.003 -1.481 -6.705
H -1.416 -1.746 -8.389
H 0.031 -3.775 -6.628
H -0.503 -4.039 -8.296
H -1.476 -4.854 -5.156
H -1.757 -3.108 -5.025
H -3.130 -4.209 -5.280
H 0.518 -6.107 -6.312
H 0.085 -6.608 -4.127
Cl 2.033 -5.970 0.361
C 2.532 -7.126 -0.910
C 3.256 -8.316 -0.337
Cl 4.843 -7.873 0.344
H 3.160 -6.586 -1.616
H 1.629 -7.450 -1.421
H 3.437 -9.039 -1.130
H 2.678 -8.786 0.454
Cl -1.410 -2.716 1.102
C -1.762 -4.381 0.563
C -2.688 -5.099 1.510
Cl -1.912 -5.432 3.080
H -0.812 -4.902 0.464
H -2.229 -4.306 -0.419
H -2.967 -6.061 1.082
H -3.586 -4.518 1.703
Cl -1.887 3.462 8.633
C -0.578 4.521 9.225
C -0.884 5.978 8.989
Cl -0.891 6.373 7.249
H 0.336 4.221 8.720
H -0.476 4.341 10.294
H -0.121 6.595 9.459
H -1.853 6.240 9.400
Cl -2.043 1.759 -3.535
C -0.983 0.508 -2.826
C -1.554 -0.086 -1.565
Cl -1.581 1.080 -0.215
H -0.014 0.966 -2.640
H -0.868 -0.277 -3.572
H -0.932 -0.919 -1.252
H -2.571 -0.440 -1.713
Cl -1.973 8.333 13.000
C -3.567 7.631 13.383
C -3.651 6.178 12.988
Cl -3.612 5.968 11.217
H -4.320 8.223 12.870
H -3.709 7.724 14.458
H -4.589 5.753 13.339
H -2.823 5.609 13.403
Cl -0.541 7.998 2.101
C -1.032 8.356 0.426
C -2.070 7.379 -0.067
Cl -1.411 5.733 -0.253
H -0.139 8.331 -0.193
H -1.444 9.363 0.418
H -2.432 7.693 -1.044
H -2.909 7.318 0.623
*
```

Results of the Mulliken charge analysis, in e, for atoms 1 through 2: atom 1 (C): -0.9949, atom 2 (C): -0.6377

---

(2)
Here is a structure of composition C36H76BBr18ClN5O4P2S2 in a non-equilibrium geometry from the Open Molecules 2025 dataset. Energies are from ωB97M-V with the def2-TZVPD basis set.

The calculation puts the total energy at -50288.15570 Ha. The lowest unoccupied orbital energy comes out at -1.88 eV. The calculation puts the orbital gap at 7.97 eV.

ORCA input file:
```
! wB97M-V def2-TZVPD RIJCOSX def2/J DEFGRID3
* xyz 1 1
C 2.576 2.222 5.661
C 2.081 0.792 5.348
N 1.546 0.565 4.021
C 1.990 -0.037 2.809
P 1.706 1.543 1.760
N 1.869 1.577 0.219
O 2.721 2.570 2.491
O 0.248 2.154 2.153
C 3.524 -0.459 2.763
S 4.178 -0.334 0.987
B 4.604 0.549 3.495
C 5.647 1.546 2.812
O 4.742 0.504 4.862
C 3.860 -1.987 3.156
C 4.918 -2.593 2.163
N 5.432 -3.897 2.681
C 6.808 -4.135 2.237
P 4.860 -2.528 4.779
O 6.248 -1.637 4.524
Cl 4.064 -1.636 6.544
C 2.631 -3.008 3.164
S 2.862 -4.494 4.274
C 1.112 -2.459 3.202
C 0.918 -2.141 4.709
C -0.207 -1.421 5.497
N -1.021 -0.308 4.958
C 0.387 -3.757 2.672
Br 0.904 -4.651 1.017
C -0.600 -4.432 3.376
C -1.146 -4.101 4.748
Br -1.485 -6.006 2.737
N 1.031 -1.198 2.299
C 1.399 -1.531 0.895
C -0.423 -0.700 2.146
C -1.541 -1.693 2.482
C -0.843 -0.035 0.799
C -1.639 -0.857 -0.239
H 3.360 2.567 4.990
H 3.025 2.160 6.664
H 1.742 2.929 5.713
H 1.261 0.659 6.074
H 2.821 0.079 5.706
H 0.628 0.976 3.997
H 1.013 1.902 -0.225
H 2.921 3.268 1.838
H 0.312 2.648 3.000
H 4.126 0.973 0.711
H 6.451 1.006 2.292
H 6.133 2.181 3.562
H 5.173 2.237 2.107
H 5.669 0.556 5.110
H 5.811 -1.977 2.114
H 4.463 -2.832 1.196
H 4.848 -4.646 2.326
H 6.900 -4.211 1.144
H 7.163 -5.080 2.669
H 7.469 -3.348 2.613
H 6.787 -1.778 5.314
H 2.785 -3.531 2.219
H 1.597 -4.815 4.582
H 1.857 -1.647 4.990
H 1.022 -3.066 5.288
H -0.884 -2.138 5.988
H 0.313 -1.004 6.373
H -1.091 0.434 5.644
H -1.975 -0.620 4.818
H -1.900 -4.845 5.026
H -1.674 -3.150 4.837
H -0.407 -4.191 5.557
H 2.289 -2.146 0.797
H 1.609 -0.638 0.306
H 0.594 -2.075 0.402
H -0.629 0.080 2.886
H -2.469 -1.107 2.434
H -1.639 -2.543 1.804
H -1.495 -2.088 3.494
H -0.039 0.439 0.237
H -1.500 0.811 1.050
H -1.680 -0.250 -1.155
H -1.195 -1.814 -0.526
H -2.686 -1.018 0.048
Br -0.119 7.526 2.486
C -1.418 6.112 2.200
C -1.866 5.513 3.504
Br -0.512 4.358 4.308
H -0.949 5.391 1.536
H -2.265 6.573 1.697
H -2.734 4.876 3.354
H -2.084 6.265 4.256
Br -0.078 2.415 -2.446
C 0.989 1.430 -3.737
C 0.360 0.108 -4.072
Br 0.586 -1.186 -2.628
H 1.979 1.335 -3.306
H 1.036 2.063 -4.620
H 0.844 -0.335 -4.939
H -0.705 0.187 -4.252
Br 4.590 4.213 -1.137
C 4.675 6.134 -0.881
C 5.014 6.494 0.540
Br 3.493 6.249 1.734
H 3.714 6.532 -1.192
H 5.452 6.485 -1.556
H 5.265 7.550 0.606
H 5.828 5.902 0.945
Br -2.458 1.490 -6.713
C -3.976 0.297 -6.496
C -4.592 0.385 -5.126
Br -3.549 -0.560 -3.779
H -3.627 -0.699 -6.743
H -4.691 0.627 -7.248
H -5.564 -0.106 -5.123
H -4.699 1.408 -4.779
Br -7.308 -1.573 -7.786
C -6.644 -3.371 -8.131
C -5.202 -3.505 -7.728
Br -4.025 -2.633 -9.008
H -6.805 -3.568 -9.186
H -7.270 -4.033 -7.537
H -4.898 -4.549 -7.716
H -4.998 -3.059 -6.759
Br -1.326 6.642 -7.259
C -2.821 5.426 -6.991
C -3.373 5.519 -5.594
Br -2.217 4.632 -4.300
H -2.463 4.430 -7.232
H -3.574 5.727 -7.718
H -4.329 5.004 -5.532
H -3.490 6.544 -5.259
Br -4.194 -6.318 -1.337
C -4.747 -6.301 0.527
C -5.650 -5.137 0.832
Br -4.658 -3.464 0.947
H -3.838 -6.290 1.117
H -5.273 -7.240 0.683
H -6.119 -5.262 1.805
H -6.416 -4.993 0.076
Br -5.706 2.502 -12.788
C -4.905 1.156 -11.638
C -5.384 1.279 -10.217
Br -4.545 2.783 -9.301
H -3.829 1.267 -11.726
H -5.208 0.198 -12.055
H -5.103 0.395 -9.646
H -6.456 1.430 -10.149
*
```

Results of the Mulliken charge analysis, in e, for atoms 1 through 2: atom 1 (C): -1.5811, atom 2 (C): -0.0513

---

| no. | HOMO (eV) |
| --- | --- |
| 1 | -8.97 |
| 2 | -9.85 |